No. 1
{
  "formula": "C24H26Cl3FeN14OPS",
  "method": "ωB97M-V/def2-TZVPD",
  "species": ["Fe", "N", "C", "N", "N", "N", "N", "C", "N", "N", "N", "N", "H", "C", "N", "C", "N", "C", "N", "C", "P", "C", "C", "H", "H", "H", "H", "H", "H", "H", "H", "H", "H", "H", "H", "Cl", "C", "C", "C", "C", "C", "C", "N", "C", "C", "N", "C", "O", "C", "C", "C", "Cl", "S", "C", "C", "C", "Cl", "C", "H", "H", "H", "H", "H", "H", "H", "H", "H", "H", "H", "H", "H"],
  "xyz": [[0.59791, 2.21641, -0.11530], [-2.63098, 0.87067, -0.65113], [-1.78951, 0.23761, 0.24818], [-1.89524, -1.03354, 0.58212], [-0.86581, -1.23585, 1.40305], [-0.17801, -0.13206, 1.55350], [-0.75245, 0.83551, 0.83085], [-2.31708, 1.99208, -1.30001], [-3.14863, 2.60859, -2.17380], [-2.49081, 3.63503, -2.59744], [-1.26384, 3.67894, -2.01863], [-1.14489, 2.65958, -1.20736], [-3.50639, 0.41340, -0.88565], [-0.81771, 5.71773, 3.68799], [-1.51795, 4.43909, 3.55324], [-1.07394, 3.54334, 4.62279], [0.37446, 3.34755, 4.64882], [1.02587, 4.65325, 4.75465], [0.63712, 5.58027, 3.69208], [1.15769, 5.17442, 2.39699], [0.48163, 3.51055, 1.92731], [-1.32165, 3.85552, 2.23961], [0.84813, 2.59212, 3.50220], [-1.11788, 6.16976, 4.63353], [-1.11584, 6.38040, 2.87425], [-1.56867, 2.57673, 4.51719], [-1.37093, 3.98675, 5.57350], [2.10801, 4.51707, 4.73470], [0.74647, 5.09667, 5.71040], [2.24730, 5.11784, 2.43369], [0.88564, 5.90447, 1.63241], [-1.86915, 2.91411, 2.16186], [-1.69682, 4.53338, 1.46859], [1.92467, 2.42811, 3.57842], [0.36596, 1.61486, 3.45484], [4.48562, -5.15238, 1.72126], [3.36753, -4.63425, 0.50630], [2.18365, -4.01981, 0.87483], [1.30902, -3.61676, -0.12067], [1.58499, -3.80412, -1.47278], [0.58545, -3.27767, -2.47557], [1.11071, -2.10159, -3.29707], [1.56920, -0.99275, -2.46726], [2.85330, -0.77612, -2.02366], [2.81290, 0.35099, -1.27101], [1.50806, 0.80418, -1.21669], [0.79491, -0.04351, -1.94805], [0.19499, -4.21828, -3.45048], [-0.89518, -5.04324, -3.03448], [-2.17655, -4.26596, -3.04694], [-2.93746, -3.96646, -1.95889], [-2.66986, -4.48415, -0.34341], [-4.31016, -3.01311, -2.34170], [-3.85896, -2.96881, -3.99718], [-2.72026, -3.66855, -4.22878], [2.78475, -4.42737, -1.80355], [3.25899, -4.68655, -3.45808], [3.67579, -4.84514, -0.82853], [1.94654, -3.86970, 1.91829], [0.37192, -3.15021, 0.16279], [-0.28860, -2.93782, -1.90147], [0.31756, -1.75136, -3.95598], [1.94700, -2.42321, -3.91510], [3.66891, -1.41685, -2.30888], [3.61930, 0.86377, -0.77823], [-0.25589, 0.02828, -2.17327], [-0.70426, -5.46980, -2.04664], [-0.92693, -5.85654, -3.75816], [-4.47710, -2.44953, -4.71120], [-2.27733, -3.78896, -5.20722], [4.60080, -5.32700, -1.10997]],
  "atomic_forces_ev_per_a": [[-0.59, -0.23, 0.22], [0.12, -0.07, -0.03], [-0.07, 0.08, -0.06], [-0.11, -0.06, 0.03], [0.13, 0.12, 0.06], [-0.29, -0.21, -0.03], [0.46, 0.02, -0.12], [-0.05, -0.12, 0.17], [0.03, 0.09, -0.05], [0.03, 0.03, -0.01], [-0.15, -0.05, -0.05], [0.07, 0.24, -0.10], [-0.04, -0.04, -0.02], [0.01, -0.04, -0.03], [-0.06, 0.06, 0.06], [0.02, 0.00, -0.03], [0.01, 0.02, 0.08], [0.00, -0.05, -0.05], [0.04, 0.09, 0.05], [0.01, -0.13, -0.08], [0.05, 0.14, 0.13], [0.09, -0.03, -0.05], [-0.01, 0.03, -0.12], [0.00, 0.01, 0.00], [-0.01, 0.01, 0.01], [0.00, 0.00, 0.00], [-0.01, -0.02, 0.01], [0.01, 0.01, 0.03], [0.00, 0.00, 0.01], [0.00, 0.04, 0.00], [0.00, 0.02, 0.01], [-0.01, 0.00, 0.01], [0.00, 0.01, 0.01], [0.00, -0.01, 0.02], [0.01, -0.02, 0.02], [-0.02, 0.01, -0.03], [0.02, -0.02, -0.01], [-0.01, 0.01, -0.02], [-0.04, -0.03, 0.04], [-0.11, 0.05, 0.13], [0.02, -0.04, -0.12], [0.11, 0.02, -0.15], [0.06, -0.14, 0.14], [0.00, 0.08, -0.18], [-0.06, -0.03, 0.11], [0.29, 0.00, -0.14], [0.04, 0.09, -0.17], [-0.03, -0.03, 0.11], [-0.02, -0.04, -0.06], [0.06, 0.11, -0.04], [0.04, -0.15, 0.10], [0.03, 0.06, -0.02], [-0.04, 0.10, 0.02], [0.03, 0.01, -0.03], [-0.04, -0.06, 0.05], [0.15, 0.00, -0.03], [-0.02, 0.00, 0.02], [0.01, -0.01, 0.02], [-0.01, 0.01, 0.00], [0.02, 0.00, 0.02], [0.00, 0.04, -0.06], [-0.01, 0.05, 0.03], [-0.06, 0.01, 0.01], [0.00, -0.03, 0.01], [0.00, -0.02, 0.06], [-0.06, 0.00, 0.08], [0.01, 0.00, 0.00], [-0.02, 0.00, 0.01], [0.00, 0.00, 0.00], [0.01, 0.02, 0.00], [0.01, -0.01, 0.00]],
  "lowdin_spin": [3.717, 0.268, 0.014, 0.071, 0.015, 0.066, 0.074, 0.077, 0.131, 0.072, 0.225, 0.108, 0.003, 0.000, 0.005, 0.000, 0.004, 0.000, 0.004, 0.007, 0.031, 0.006, 0.005, 0.000, 0.000, 0.000, 0.000, 0.000, 0.000, 0.000, 0.000, 0.000, 0.000, 0.001, 0.000, 0.000, 0.000, 0.000, 0.000, 0.000, 0.000, 0.001, 0.007, 0.003, 0.014, 0.049, 0.017, 0.000, 0.000, 0.000, 0.000, 0.000, 0.000, 0.000, 0.000, 0.000, 0.000, 0.000, 0.000, 0.000, 0.000, 0.000, 0.000, 0.000, 0.002, 0.001, 0.000, 0.000, 0.000, 0.000, 0.000],
  "homo_lumo_gap_ev": [8.711, 4.549],
  "e_lumo_ev": [-2.4361, -6.5984],
  "charge": 1,
  "e_above_lowest_kcal_mol": 5.7,
  "total_energy_ha": -5155.53168,
  "s2": 8.778,
  "multiplicity": 6,
  "homo_energy_ev": [-11.15, -11.15]
}

***

No. 2
{
  "formula": "C24H26Cl6F5N3O6PTeW",
  "method": "ωB97M-V/def2-TZVPD",
  "species": ["W", "Cl", "C", "C", "Cl", "C", "Cl", "C", "O", "C", "O", "C", "Cl", "C", "C", "C", "C", "C", "C", "C", "C", "C", "C", "H", "H", "H", "H", "H", "H", "H", "C", "N", "C", "P", "O", "N", "C", "C", "N", "C", "C", "H", "H", "H", "H", "H", "H", "H", "H", "H", "H", "H", "H", "H", "H", "H", "H", "H", "H", "Cl", "C", "Cl", "C", "O", "O", "H", "F", "Te", "F", "F", "F", "F", "O"],
  "xyz": [[0.80284, 0.23873, 0.81884], [-2.75030, 4.44350, 4.83341], [-1.53083, 3.42416, 4.15405], [-0.36260, 3.17589, 4.87392], [-0.12186, 3.87278, 6.43713], [0.62028, 2.34781, 4.32750], [2.08307, 1.97333, 5.15041], [0.39693, 1.80405, 3.08268], [1.26838, 0.93900, 2.48074], [-0.76712, 2.02842, 2.34743], [-0.86141, 1.40326, 1.20215], [-1.74125, 2.85713, 2.89815], [-3.18110, 3.12557, 1.98813], [-4.05472, -3.12834, 0.60763], [-3.70652, -1.85853, 0.07802], [-2.58903, -1.20649, 0.51332], [-1.74049, -1.75985, 1.51640], [-0.55008, -1.07813, 1.97774], [0.02806, -1.60144, 3.11337], [-0.38195, -2.82472, 3.70909], [-1.42407, -3.52238, 3.19199], [-2.14435, -2.98239, 2.09304], [-3.28989, -3.66583, 1.59633], [-4.93795, -3.64229, 0.24798], [-4.34699, -1.40305, -0.66893], [-2.35022, -0.22353, 0.14161], [0.87972, -1.10404, 3.56490], [0.18027, -3.20655, 4.55241], [-1.75503, -4.45744, 3.62984], [-3.54230, -4.62671, 2.03172], [-2.48721, 0.89977, -2.67426], [-1.50509, -0.11559, -3.06975], [-2.11630, -1.41337, -3.35037], [-0.03657, 0.01197, -2.30225], [-0.29635, 0.28734, -0.79276], [0.80389, -1.33433, -2.65438], [0.41322, -2.59640, -1.99625], [2.22503, -1.24081, -3.03704], [0.73204, 1.29749, -2.93615], [0.62813, 2.64487, -2.36645], [0.90773, 1.31445, -4.38487], [-3.19567, 1.04603, -3.49201], [-1.99913, 1.85273, -2.47146], [-3.03682, 0.61175, -1.77888], [-2.87400, -1.27322, -4.12468], [-2.59521, -1.85264, -2.47315], [-1.36795, -2.10205, -3.73211], [-0.38231, -2.43722, -1.27103], [1.26284, -2.99056, -1.44890], [0.06289, -3.32201, -2.73530], [2.67676, -0.32909, -2.65182], [2.35150, -1.28951, -4.12095], [2.74919, -2.07445, -2.57572], [1.59259, 3.14698, -2.43651], [0.34357, 2.61294, -1.31975], [-0.11168, 3.22369, -2.93185], [0.79721, 0.32216, -4.81693], [1.90483, 1.68842, -4.62668], [0.16008, 1.96781, -4.84599], [3.98405, 2.16334, 1.64769], [3.55016, 3.02020, 0.14936], [4.10924, 2.24004, -1.35508], [2.03513, 3.23773, 0.04838], [1.69443, 4.34044, -0.35334], [1.20612, 2.30771, 0.35747], [4.05533, 3.97451, 0.18686], [4.92631, -0.77825, 2.49972], [3.45109, -1.10768, 1.24978], [4.76311, -0.33819, 0.09858], [3.56374, -2.33936, -0.20517], [1.26135, -1.82986, 0.80203], [3.59382, -2.78792, 2.18314], [2.06942, -0.00176, -0.38217]],
  "atomic_forces_ev_per_a": [[-1.28, -0.04, -1.53], [0.03, -0.02, -0.03], [-0.04, 0.08, 0.10], [-0.02, 0.04, 0.04], [-0.01, -0.01, -0.06], [-0.01, 0.03, -0.07], [-0.04, 0.01, 0.01], [0.31, -0.26, 0.18], [0.40, 0.08, 0.99], [-0.15, -0.03, 0.12], [-0.68, 0.49, 0.38], [0.05, -0.03, -0.09], [0.02, 0.00, 0.05], [0.01, 0.29, -0.15], [-0.12, -0.25, 0.04], [0.15, -0.05, 0.05], [0.15, 0.57, -0.18], [-0.63, -0.93, 0.16], [-0.12, -0.05, 0.28], [0.09, 0.48, -0.03], [-0.18, 0.05, -0.16], [-0.12, -0.43, 0.32], [0.16, 0.08, 0.04], [0.02, -0.01, -0.01], [-0.01, 0.03, 0.01], [0.03, 0.07, -0.04], [0.12, -0.11, -0.09], [-0.05, 0.04, 0.05], [0.07, -0.04, -0.06], [-0.02, 0.03, 0.03], [0.08, 0.07, -0.16], [-0.14, -0.26, 0.49], [0.03, 0.08, -0.19], [0.06, 0.26, 0.07], [-1.19, -0.44, -1.31], [0.16, -0.05, 0.21], [-0.10, 0.06, -0.21], [0.08, -0.03, -0.01], [-0.19, 0.07, -0.21], [-0.16, -0.05, -0.26], [0.05, 0.00, 0.03], [0.02, -0.02, -0.02], [0.04, -0.03, -0.01], [-0.06, -0.06, 0.11], [0.01, 0.02, 0.01], [-0.02, -0.02, 0.07], [-0.03, 0.04, -0.04], [-0.11, 0.06, 0.06], [0.07, 0.00, 0.09], [0.11, -0.04, 0.05], [-0.02, -0.03, -0.02], [-0.06, -0.05, -0.01], [0.04, 0.06, 0.01], [-0.08, -0.07, -0.11], [-0.18, -0.06, -0.37], [0.03, 0.03, -0.02], [0.01, -0.05, 0.04], [-0.01, 0.02, 0.01], [0.01, 0.01, -0.03], [0.17, 0.14, -0.29], [-0.07, -0.23, 0.15], [0.05, -0.01, 0.17], [-0.19, 0.45, 0.24], [0.17, -0.03, 0.15], [0.55, 0.19, 0.17], [-0.12, 0.09, 0.02], [-0.17, 0.03, -0.17], [2.80, -1.49, 0.51], [0.01, 0.09, 0.10], [-0.07, -0.06, 0.15], [-0.30, 0.53, 0.02], [-0.23, 0.07, -0.09], [0.83, 0.61, 0.23]],
  "lowdin_charge": [1.844, 0.656, -0.689, -0.701, 0.649, -0.605, 0.729, -0.307, -0.333, -0.367, -0.223, -0.595, 0.702, -0.099, -0.107, -0.053, -0.153, -0.176, -0.116, -0.068, -0.052, -0.172, -0.051, 0.093, 0.091, 0.074, 0.091, 0.104, 0.104, 0.104, -0.079, -0.265, -0.095, 0.644, -0.397, -0.263, -0.082, -0.082, -0.266, -0.090, -0.099, 0.088, 0.078, 0.074, 0.086, 0.071, 0.064, 0.075, 0.076, 0.080, 0.060, 0.076, 0.078, 0.070, 0.061, 0.092, 0.071, 0.093, 0.084, 0.665, -0.926, 0.651, -0.733, 0.051, -0.201, 0.057, -0.541, 1.904, -0.510, -0.439, -0.517, -0.492, -0.645],
  "homo_lumo_gap_ev": 6.890,
  "e_lumo_ev": 1.2681,
  "charge": -1,
  "e_above_lowest_kcal_mol": 36.1,
  "total_energy_ha": -5483.07084,
  "homo_energy_ev": -5.62
}

***

No. 3
{
  "formula": "C24H26ClIN5O6V",
  "method": "ωB97M-V/def2-TZVPD",
  "species": ["V", "C", "C", "O", "N", "C", "C", "C", "C", "C", "C", "N", "H", "H", "H", "H", "H", "H", "H", "H", "H", "H", "O", "Cl", "O", "O", "O", "I", "C", "C", "C", "C", "N", "C", "H", "H", "H", "H", "C", "N", "N", "C", "O", "C", "C", "C", "C", "C", "C", "C", "C", "C", "H", "H", "H", "H", "H", "H", "H", "H", "H", "H", "H", "H"],
  "xyz": [[-0.80570, 1.03968, -0.22536], [-4.09008, 3.33411, 1.63701], [-3.03544, 2.27819, 1.66960], [-2.65659, 1.74561, 0.60485], [-2.53784, 1.92631, 2.84535], [-1.39544, 1.04204, 3.07222], [-1.47813, -0.33259, 2.44482], [-1.92162, -1.40357, 3.19306], [-1.90182, -2.68442, 2.65120], [-1.39311, -2.85646, 1.38090], [-0.95711, -1.74337, 0.67981], [-1.02679, -0.50548, 1.18041], [-4.92870, 2.98472, 1.03727], [-3.65340, 4.20370, 1.14273], [-4.43954, 3.62098, 2.62593], [-2.89745, 2.41150, 3.65079], [-1.32990, 0.91241, 4.15053], [-0.48377, 1.53455, 2.74533], [-2.26950, -1.23560, 4.20328], [-2.25194, -3.52863, 3.23019], [-1.31114, -3.83149, 0.92262], [-0.49240, -1.86381, -0.29295], [1.05689, 4.18504, -0.40179], [-0.24148, 3.64456, -0.12393], [-1.11051, 4.57691, 0.55608], [-0.01542, 2.46827, 0.91245], [0.39701, 0.48493, -1.03693], [-6.08628, 1.08941, -3.26308], [-4.20345, 0.25734, -2.99705], [-3.72930, -0.74617, -3.82739], [-2.46066, -1.25331, -3.59446], [-1.70690, -0.74554, -2.55560], [-2.17551, 0.21922, -1.74588], [-3.40139, 0.71009, -1.96405], [-4.33718, -1.12388, -4.63861], [-2.04871, -2.03734, -4.21367], [-0.70934, -1.11552, -2.35376], [-3.74046, 1.47885, -1.28633], [5.11601, -0.31557, -0.89517], [3.77055, -0.38385, -1.45959], [2.88678, -1.29693, -0.87537], [2.00037, -1.76143, -1.85283], [0.99844, -2.43179, -1.61283], [2.49655, -1.23528, -3.09083], [3.56017, -0.44199, -2.81045], [4.47541, 0.28410, -3.73007], [2.54842, -1.12857, 0.49196], [2.57693, 0.12997, 1.08501], [2.25852, 0.26132, 2.42681], [1.89494, -0.85344, 3.17363], [1.85688, -2.10309, 2.57073], [2.19258, -2.24808, 1.23169], [5.07275, -0.64713, 0.13773], [5.47097, 0.71296, -0.91136], [5.81300, -0.95554, -1.43967], [2.06567, -1.42045, -4.05912], [4.07380, 0.27146, -4.73994], [5.46045, -0.18612, -3.75141], [4.60511, 1.31947, -3.41453], [2.83543, 0.99622, 0.49122], [2.29757, 1.24098, 2.88613], [1.66368, -0.75177, 4.22698], [1.59140, -2.97800, 3.15054], [2.18774, -3.21868, 0.75518]],
  "atomic_forces_ev_per_a": [[-0.32, -0.41, 0.16], [-0.01, 0.04, -0.02], [-0.11, 0.07, -0.06], [0.24, -0.02, -0.19], [0.00, 0.00, 0.13], [0.06, -0.10, -0.01], [-0.01, 0.09, -0.09], [0.00, -0.05, -0.05], [0.02, 0.06, -0.01], [-0.01, 0.03, 0.04], [0.05, -0.15, -0.02], [-0.03, 0.04, 0.11], [-0.01, 0.00, -0.01], [-0.01, 0.00, 0.00], [0.00, -0.01, 0.00], [0.01, 0.01, 0.00], [0.01, -0.04, -0.02], [0.03, 0.01, -0.01], [0.00, 0.00, 0.00], [-0.01, 0.00, 0.00], [0.01, 0.00, 0.00], [-0.05, 0.04, 0.02], [-0.01, 0.02, 0.02], [0.10, 0.19, 0.16], [0.00, -0.03, -0.01], [-0.03, -0.04, -0.32], [0.05, 0.21, 0.02], [-0.01, 0.00, 0.00], [0.02, 0.00, 0.03], [0.02, -0.02, -0.01], [-0.03, 0.00, -0.01], [-0.01, 0.00, -0.01], [0.18, 0.09, 0.25], [-0.08, -0.02, -0.04], [0.01, 0.00, 0.00], [-0.01, 0.00, 0.00], [0.00, -0.03, -0.03], [0.00, -0.01, -0.03], [0.03, -0.03, -0.02], [-0.06, -0.03, 0.05], [0.03, 0.07, 0.00], [0.06, 0.02, -0.05], [-0.17, -0.11, 0.14], [0.09, 0.07, -0.09], [0.03, 0.06, 0.02], [-0.01, 0.02, -0.02], [0.00, -0.03, -0.03], [0.00, -0.03, -0.06], [-0.03, -0.03, 0.04], [-0.01, 0.04, 0.00], [0.00, -0.01, -0.02], [0.01, -0.02, 0.03], [0.00, 0.05, 0.03], [0.00, -0.01, -0.04], [-0.01, -0.03, 0.03], [-0.02, -0.01, 0.01], [0.00, 0.00, 0.00], [0.00, -0.01, 0.01], [0.00, 0.00, -0.01], [0.01, 0.02, 0.00], [0.00, 0.00, 0.00], [0.00, 0.00, -0.01], [0.00, 0.00, 0.00], [0.00, 0.00, 0.00]],
  "nbo_charge": [1.450, -0.704, 0.754, -0.729, -0.550, -0.278, 0.236, -0.232, -0.115, -0.237, 0.078, -0.502, 0.252, 0.279, 0.228, 0.420, 0.234, 0.263, 0.233, 0.238, 0.248, 0.275, -0.768, 1.891, -0.808, -0.864, -0.525, 0.222, -0.207, -0.156, -0.219, 0.058, -0.520, 0.035, 0.245, 0.246, 0.256, 0.235, -0.423, -0.216, -0.293, 0.635, -0.702, -0.413, 0.281, -0.662, 0.212, -0.264, -0.206, -0.226, -0.213, -0.231, 0.233, 0.221, 0.205, 0.238, 0.243, 0.237, 0.238, 0.241, 0.226, 0.218, 0.222, 0.240],
  "homo_lumo_gap_ev": [7.138, 7.215],
  "e_lumo_ev": [-3.4380, -3.3610],
  "charge": 1,
  "e_above_lowest_kcal_mol": 10.9,
  "total_energy_ha": -3356.96090,
  "s2": 0.768,
  "multiplicity": 2,
  "homo_energy_ev": [-10.58, -10.58]
}